Computed, not measured: a molecular structure, C44H57Cl3KN3O7P2Si2 in a non-equilibrium geometry, with ωB97M-V with the def2-TZVPD basis set.

Atoms and positions in Å:
K 0.622 -0.140 -1.085
C -4.550 1.184 -2.133
Si -4.198 -0.536 -1.429
C -4.011 -1.776 -2.836
C -5.680 -1.027 -0.351
N -2.731 -0.385 -0.493
P -2.153 -1.122 0.918
C -0.509 -0.897 1.066
P 0.349 -0.934 2.525
N 1.827 -0.375 2.308
Si 3.045 -0.060 3.432
C 4.565 -1.127 2.970
C 3.617 1.758 3.425
C 2.783 -0.392 5.302
C -0.430 -0.043 3.923
C -0.291 1.347 3.829
C -0.793 2.178 4.812
C -1.437 1.633 5.918
C -1.600 0.261 6.008
C -1.121 -0.573 5.006
C 0.667 -2.625 3.214
C 0.890 -3.595 2.233
C 1.358 -4.856 2.564
C 1.614 -5.175 3.892
C 1.407 -4.218 4.875
C 0.939 -2.954 4.541
C -3.370 -0.414 2.098
C -3.723 0.928 1.924
C -4.621 1.547 2.777
C -5.193 0.835 3.823
C -4.821 -0.483 4.030
C -3.889 -1.089 3.200
C -2.753 -2.868 0.714
C -3.892 -3.470 1.242
C -4.155 -4.815 1.008
C -3.291 -5.577 0.238
C -2.162 -4.980 -0.312
C -1.893 -3.644 -0.069
H -5.320 1.144 -2.911
H -3.646 1.607 -2.571
H -4.895 1.865 -1.350
H -4.522 -1.446 -3.745
H -4.391 -2.764 -2.563
H -2.941 -1.872 -3.044
H -6.608 -0.715 -0.838
H -5.636 -0.552 0.632
H -5.719 -2.107 -0.206
H 4.733 -1.097 1.889
H 4.402 -2.173 3.250
H 5.477 -0.776 3.465
H 3.288 2.259 2.514
H 4.708 1.830 3.493
H 3.195 2.302 4.276
H 2.933 -1.445 5.551
H 1.767 -0.115 5.599
H 3.477 0.201 5.905
H 0.240 1.740 2.967
H -0.678 3.253 4.731
H -1.820 2.277 6.702
H -2.120 -0.165 6.859
H -1.264 -1.644 5.086
H 0.691 -3.315 1.202
H 1.528 -5.597 1.790
H 1.976 -6.161 4.162
H 1.618 -4.456 5.912
H 0.809 -2.216 5.321
H -3.300 1.471 1.090
H -4.888 2.586 2.619
H -5.911 1.309 4.482
H -5.250 -1.041 4.855
H -3.586 -2.110 3.399
H -4.603 -2.895 1.819
H -5.046 -5.270 1.428
H -3.502 -6.624 0.056
H -1.491 -5.564 -0.932
H -1.033 -3.148 -0.510
O -1.852 2.511 -0.680
C -0.903 1.893 -0.596
O -1.729 -0.090 -1.448
O -1.094 -1.286 -1.854
Cl -0.922 0.016 -4.758
C 0.255 1.324 -4.830
Cl 1.621 0.827 -5.852
Cl -0.494 2.750 -5.580
C 0.745 1.644 -3.326
O 0.092 2.522 -2.764
O 1.715 0.965 -2.960
C 4.613 2.308 -0.776
C 3.748 3.374 -1.462
C 2.467 3.390 -0.605
O 2.541 2.264 0.271
C 3.538 1.385 -0.212
H 5.188 2.744 0.046
H 5.294 1.803 -1.464
H 3.502 3.059 -2.477
H 4.233 4.351 -1.505
H 1.573 3.323 -1.226
H 2.400 4.287 0.021
H 3.139 0.748 -1.004
H 3.861 0.766 0.627
O 2.287 -1.707 -0.969
C 3.035 -2.612 -1.236
C 3.726 -3.449 -0.185
C 5.242 -3.179 -0.356
C 5.569 -1.756 -0.875
C 5.574 -1.574 -2.409
C 4.192 -1.675 -3.079
N 3.481 -2.839 -2.538
H 3.491 -4.512 -0.290
H 3.378 -3.105 0.788
H 5.688 -3.915 -1.033
H 5.720 -3.314 0.616
H 6.567 -1.491 -0.519
H 4.876 -1.039 -0.424
H 6.237 -2.334 -2.843
H 6.008 -0.597 -2.640
H 4.298 -1.777 -4.160
H 3.581 -0.794 -2.884
H 4.045 -3.674 -2.609

charge: -2
energy relative to the best compared isomer or geometry (same formula, charge and spin): 87.39 kcal per mole
gap between HOMO and LUMO: 5.45 eV
DFT total energy: -153581.280 eV

Results of the Löwdin charge analysis, in e, for atoms 1 through 6: 0.721 -0.164 0.481 -0.157 -0.159 -0.278

Computed, not measured: a molecular structure, C44H58N5O4ScSi, with ωB97M-V with the def2-TZVPD basis set.

Atoms and positions in Å:
Sc 0.274 0.364 -0.082
C 4.863 1.287 -0.963
Si 3.404 0.108 -1.131
C 4.123 -1.599 -1.440
C 2.348 0.501 -2.648
N 2.335 0.222 0.230
C 2.752 0.246 1.551
C 4.028 -0.106 2.004
C 4.374 -0.021 3.345
C 3.456 0.420 4.282
C 2.171 0.766 3.875
C 1.845 0.667 2.543
O 0.562 0.979 2.037
C -0.408 1.580 2.864
C -0.816 2.863 2.548
C -1.818 3.451 3.310
C -2.382 2.762 4.373
C -1.954 1.475 4.670
C -0.967 0.865 3.908
H 5.735 0.771 -0.558
H 4.638 2.128 -0.307
H 5.145 1.689 -1.939
H 4.912 -1.531 -2.194
H 3.355 -2.272 -1.824
H 4.556 -2.049 -0.545
H 2.960 0.967 -3.425
H 1.524 1.200 -2.460
H 1.922 -0.417 -3.055
H 4.760 -0.451 1.284
H 5.372 -0.302 3.654
H 3.723 0.494 5.327
H 1.444 1.114 4.594
H -0.373 3.380 1.709
H -2.151 4.451 3.066
H -3.157 3.226 4.969
H -2.396 0.931 5.495
H -0.644 -0.148 4.097
C -4.193 0.681 1.640
C -3.364 -0.605 1.563
C -3.817 -1.549 2.676
C -3.430 -1.224 0.179
C -4.180 -2.364 -0.082
C -4.278 -2.877 -1.368
C -3.634 -2.245 -2.415
C -2.853 -1.111 -2.202
C -2.199 -0.404 -3.379
C -1.536 -1.354 -4.375
C -3.227 0.468 -4.109
C -2.753 -0.621 -0.892
N -1.893 0.489 -0.630
C -2.268 1.680 -0.982
C -1.403 2.782 -0.943
C -1.723 4.111 -1.203
C -0.554 4.825 -1.003
C 0.446 3.900 -0.647
N -0.058 2.637 -0.614
C 1.885 4.298 -0.375
C 1.979 5.809 -0.133
C 2.741 3.965 -1.603
C 2.439 3.589 0.859
H -4.115 1.113 2.639
H -5.245 0.460 1.442
H -3.865 1.438 0.929
H -2.320 -0.340 1.758
H -4.895 -1.720 2.632
H -3.593 -1.101 3.645
H -3.316 -2.515 2.635
H -4.703 -2.860 0.725
H -4.860 -3.771 -1.549
H -3.731 -2.644 -3.417
H -1.413 0.247 -2.990
H -2.269 -1.984 -4.882
H -0.808 -1.997 -3.884
H -1.018 -0.779 -5.144
H -4.025 -0.157 -4.517
H -2.754 0.999 -4.937
H -3.690 1.205 -3.453
H -3.281 1.844 -1.352
H -2.695 4.487 -1.487
H -0.426 5.889 -1.104
H 1.710 6.382 -1.021
H 3.008 6.065 0.126
H 1.334 6.122 0.691
H 2.352 4.469 -2.490
H 2.753 2.896 -1.798
H 3.772 4.292 -1.443
H 1.891 3.870 1.761
H 3.485 3.871 1.008
H 2.395 2.511 0.744
C 2.312 -3.659 0.783
C 1.601 -4.185 -0.458
C 0.128 -3.719 -0.660
C -0.342 -4.040 -2.091
C -0.059 -5.448 -2.604
C -0.711 -4.444 0.382
O -1.115 -5.575 0.248
N -0.917 -3.761 1.559
C -0.563 -2.444 1.829
O -0.654 -2.020 2.960
N -0.177 -1.676 0.755
C 0.083 -2.223 -0.426
O 0.386 -1.415 -1.354
H 3.322 -4.068 0.822
H 1.808 -3.954 1.705
H 2.399 -2.570 0.776
H 1.583 -5.275 -0.449
H 2.150 -3.883 -1.352
H 0.161 -3.319 -2.735
H -1.412 -3.829 -2.154
H 1.011 -5.649 -2.671
H -0.467 -5.545 -3.612
H -0.517 -6.207 -1.976
H -1.323 -4.276 2.327

energy relative to the best compared isomer or geometry (same formula, charge and spin): 0.00 kcal per mole
gap between HOMO and LUMO: 7.77 eV
DFT total energy: -90797.643 eV

Results of the Löwdin charge analysis, in e, for atoms 1 through 6: 1.119 -0.163 0.412 -0.157 -0.172 -0.154